1.
One molecule with the formula C12H27P in a non-equilibrium geometry. Source: the Open Molecules 2025 dataset; level of theory: wB97M-V/def2-TZVPD.

```
40
Properties=species:S:1:pos:R:3
P -0.103 -0.938 0.734
C -0.806 -1.065 -2.741
C -2.896 -2.277 -2.345
C 3.765 -0.369 -0.613
C 3.086 0.942 1.397
C -1.589 2.264 0.136
C -1.353 2.720 2.595
C -1.112 -2.145 -0.401
C 1.658 -1.170 0.525
C -0.767 0.371 1.922
C -1.821 -1.382 -1.590
C 2.570 0.099 0.205
C -0.717 1.859 1.441
H 0.139 -0.758 -2.353
H -0.717 -2.079 -3.373
H -1.360 -0.381 -3.506
H -3.264 -1.746 -3.238
H -2.524 -3.161 -2.731
H -3.689 -2.461 -1.530
H 4.393 -1.107 -0.224
H 3.413 -0.784 -1.505
H 4.587 0.412 -0.824
H 2.249 1.272 1.878
H 3.499 1.873 0.936
H 3.851 0.462 1.998
H -2.605 2.042 0.347
H -1.257 1.631 -0.675
H -1.553 3.316 -0.190
H -2.438 2.718 2.466
H -1.028 2.342 3.537
H -0.945 3.811 2.485
H -1.806 -2.658 0.244
H -0.452 -2.929 -0.802
H 1.818 -1.887 -0.315
H 1.971 -1.620 1.437
H -1.863 0.072 2.030
H -0.300 0.321 2.922
H -2.303 -0.438 -1.237
H 1.931 0.760 -0.384
H 0.340 2.068 1.347
```

Calculated values
* HOMO energy: -0.23785 hartree
* SMILES: CC(C)CP(CC(C)C)CC(C)C
* energy relative to the best compared isomer or geometry (same formula, charge and spin): 44.3 kcal per mole
* total energy: -22167.476 eV
* orbital gap: 7.325 eV

=====

2.
C12H28Al2N3O21S2 as an isolated structure in a non-equilibrium geometry. Source: the Open Molecules 2025 dataset; level of theory: wB97M-V/def2-TZVPD.

```
68
Properties=species:S:1:pos:R:3
Al 0.550 -2.870 -1.171
Al 0.350 -3.242 3.311
S 0.200 -5.568 0.921
O -0.800 -4.472 1.052
O 0.953 -5.256 -0.321
O 1.073 -5.442 2.093
O -0.465 -6.841 0.810
S -0.561 -0.629 1.256
O 0.270 -0.587 2.483
O -1.769 0.129 1.417
O 0.271 -0.343 0.069
O -0.838 -2.099 1.020
C 4.346 -2.471 0.506
C 3.162 -2.009 1.412
C 2.963 -0.511 1.376
O 2.065 -2.708 1.205
H 5.137 -1.724 0.567
H 4.035 -2.460 -0.539
H 4.768 -3.429 0.797
H 3.579 -2.210 2.435
H 3.870 0.092 1.369
H 2.408 -0.198 2.275
H 2.317 -0.222 0.539
C -3.746 -1.097 -1.087
O -3.432 -0.471 -2.317
C -2.221 -0.468 -2.823
O -1.293 -1.161 -2.450
O -2.081 0.377 -3.809
C -3.093 1.373 -4.071
H -4.433 -1.930 -1.255
H -4.261 -0.394 -0.444
H -2.855 -1.561 -0.667
H -3.118 2.064 -3.229
H -4.097 0.961 -4.156
H -2.813 1.830 -5.011
C 1.053 1.623 -2.566
O 2.399 1.386 -2.937
C 2.876 0.192 -2.689
O 2.202 -0.792 -2.479
O 4.184 0.265 -2.722
C 4.955 -0.908 -2.911
H 0.891 1.593 -1.487
H 0.351 0.905 -2.994
H 0.758 2.621 -2.880
H 5.202 -1.474 -2.014
H 5.898 -0.542 -3.310
H 4.498 -1.585 -3.631
C -0.829 2.731 0.347
N -0.746 3.828 -0.627
O 0.291 4.446 -0.657
O -1.672 3.968 -1.403
H -0.803 1.805 -0.224
H -1.704 2.736 0.984
H 0.064 2.600 0.952
C 0.733 2.313 3.822
N 1.736 3.304 4.345
O 2.528 3.765 3.565
O 1.548 3.711 5.468
H -0.025 3.020 3.485
H 0.461 1.625 4.605
H 1.191 1.919 2.922
C -4.921 1.534 1.962
N -6.259 1.392 1.300
O -6.198 1.302 0.089
O -7.256 1.454 1.966
H -4.292 0.771 1.519
H -4.979 1.544 3.042
H -4.574 2.498 1.594
```

Calculated values
* HOMO energy: -0.48083 hartree
* charge: +1
* total energy: -95204.402 eV
* orbital gap: 3.592 eV